This record from the OMol25 dataset describes a structure of composition C26H21N7RuS in a non-equilibrium geometry. The level of theory is the ωB97M-V functional and the def2-TZVPD basis.

Values from the calculation:
* orbital gap (alpha / beta): 5.64 / 5.64 eV
* E_tot: -51132.4301 eV
* F_max: 4.1 eV/A
* molecular weight: 564.6 Da
* LUMO level (alpha / beta): -7.7 / -7.7 eV
* HOMO (alpha / beta): -13.34 / -13.35 eV

Geometry as ORCA input:
```
! wB97M-V def2-TZVPD RIJCOSX def2/J DEFGRID3
* xyz 2 1
Ru 0.4841 0.4688 0.7504
S 1.7977 -0.7242 2.3415
N 1.5821 3.6772 1.4505
N -0.9080 0.8548 -0.7749
N 1.4604 -3.3110 2.8055
N 0.1337 -2.4555 1.1367
N 2.0564 1.8041 0.2328
N 2.3150 3.0108 0.6105
N -0.3114 -1.3984 0.4863
C -2.7593 -0.1984 -1.8762
C -2.5150 2.1774 -1.9386
C 4.1437 1.9565 -1.0199
C 0.4639 3.3074 2.1315
C -0.1154 2.0308 1.9674
C 5.0610 1.3716 -1.8655
C -1.5846 -0.2687 -1.1219
C -1.3586 2.0412 -1.1914
C -3.2331 1.0353 -2.2787
C -1.5391 -2.9384 -2.5495
C -1.3351 4.0194 3.7482
C 3.7548 -0.6443 -1.9221
C -0.1855 4.2022 3.0216
C -2.3348 -5.0526 -0.9242
C -1.1023 -1.5263 -0.5667
C -1.5210 -2.7962 -1.1498
C -2.3635 -5.1807 -2.3072
C -1.9387 -4.1328 -3.1144
C -1.8991 -3.8768 -0.3462
C 2.8253 -0.0675 -1.0831
C -2.2489 1.7040 3.2713
C 4.8782 0.0727 -2.3207
C 1.0427 -2.2966 2.0608
C -1.1769 1.4549 2.4078
C 3.0019 1.2441 -0.6145
C -2.2647 2.9301 3.8758
H -1.8939 -3.7620 0.7267
H -1.6100 4.8722 4.3540
H 2.1817 -3.1849 3.5003
H -4.1511 1.1085 -2.8383
H 5.6010 -0.3820 -2.9797
H -3.2983 -1.1018 -2.1134
H 1.0450 -4.2253 2.7096
H -2.8527 3.1564 -2.2374
H -2.7131 -6.0978 -2.7543
H -1.1882 -2.1345 -3.1815
H -0.7702 2.9127 -0.9198
H 5.9297 1.9334 -2.1695
H -3.0954 3.1293 4.5428
H 3.6156 -1.6576 -2.2668
H 0.3094 5.1609 3.1352
H -1.9181 -4.2503 -4.1878
H 1.9511 4.6095 1.6287
H -2.6648 -5.8636 -0.2948
H 1.9453 -0.6512 -0.7777
H 4.2861 2.9648 -0.6643
H -3.0154 0.9680 3.4546
*
```

---

This record from the OMol25 dataset describes the molecule C2H4OS2 in a non-equilibrium geometry. The level of theory is the ωB97M-V functional and the def2-TZVPD basis.

Values from the calculation:
* orbital gap: 8.46 eV
* SMILES: CC1(O)SS1
* E_tot: -25855.4817 eV
* F_max: 5.2 eV/A
* molecular weight: 108.2 Da
* energy above the lowest of the compared OMol25 structures with the same formula, charge and spin: 97.8 kJ/mol
* LUMO level: 0.1 eV
* HOMO: -8.32 eV

Geometry as ORCA input:
```
! wB97M-V def2-TZVPD RIJCOSX def2/J DEFGRID3
* xyz 0 1
S 1.9837 0.6245 -0.2034
S 1.4534 -1.2123 -0.9340
O -0.4978 0.4734 -1.3239
C -0.6683 -0.0996 1.0200
C 0.2745 -0.0768 -0.3459
H -0.0393 0.6063 -2.0764
H -0.1473 -0.5521 1.9107
H -1.5176 -0.7844 0.8706
H -0.8412 1.0209 1.0823
*
```